1.
The following is a DFT calculation (ωB97M-V with the def2-TZVPD basis set) of a molecular structure, C23H36GeN3O7SeSn in a non-equilibrium geometry.

Each line ends with the Löwdin charge.
Positions of all 72 atoms, in Å:
Sn1 -1.0412 -0.1253 -0.9738  1.42
C1 0.5871 -3.4111 0.2833  -0.03
C2 1.1075 -2.1366 0.8237  -0.68
C3 0.4161 -1.6590 2.0875  -0.04
C4 2.5891 -2.2719 1.0267  -0.08
O1 0.8884 -1.1135 -0.2274  -0.51
Ge1 2.3099 0.0783 -0.9961  1.05
O2 0.6543 0.1516 -2.3762  -0.56
C5 0.6147 0.9415 -3.6394  -0.68
C6 1.2146 0.1207 -4.7565  -0.04
C7 -0.8337 1.2074 -3.9890  -0.08
C8 1.3503 2.2480 -3.4381  -0.05
O3 1.5326 1.5028 -0.1416  -0.46
C9 2.1303 2.4864 0.8491  -0.64
C10 2.4753 1.6987 2.0992  -0.03
C11 0.8907 3.3388 1.0825  -0.04
C12 3.2562 3.3104 0.2445  -0.04
H1 0.6504 -4.2266 1.0392  0.11
H2 1.1538 -3.6865 -0.6082  0.10
H3 -0.4542 -3.3872 -0.0056  0.07
H4 0.5429 -2.4495 2.8672  0.11
H5 -0.6592 -1.5142 1.9199  0.05
H6 0.8385 -0.7598 2.5112  0.05
H7 2.8326 -3.1139 1.7051  0.11
H8 3.0147 -1.3481 1.4485  0.07
H9 3.0974 -2.4601 0.0870  0.06
H10 0.5348 -0.6419 -5.1339  0.06
H11 2.1356 -0.3503 -4.4811  0.08
H12 1.3846 0.7689 -5.6074  0.09
H13 -1.4857 0.3098 -4.0337  0.07
H14 -0.9793 1.6760 -4.9679  0.10
H15 -1.2646 1.8328 -3.2472  0.05
H16 2.3887 2.0558 -3.1192  0.07
H17 0.8608 2.8585 -2.6362  0.10
H18 1.4031 2.8541 -4.3818  0.10
H19 1.5497 1.3347 2.5174  0.06
H20 2.9357 2.3298 2.8771  0.10
H21 3.1478 0.8641 1.8597  0.07
H22 0.0717 2.6693 1.3695  0.08
H23 0.6467 3.7981 0.1220  0.08
H24 1.0676 4.1454 1.7914  0.09
H25 4.1792 2.6896 0.2095  0.09
H26 3.3994 4.1301 0.9671  0.09
H27 3.0104 3.6682 -0.7307  0.07
C13 -1.4798 -2.5019 -4.3651  0.00
C14 -2.3022 -2.7530 -3.1792  -0.31
N1 -2.1484 -2.0477 -2.0161  0.07
C15 -2.9978 -2.7150 -1.1274  -0.13
C16 -3.6483 -3.7915 -1.7295  -0.06
N2 -3.1857 -3.7462 -3.0069  0.18
C17 -4.6263 -4.8413 -1.2984  -0.47
O4 -4.8683 -4.8536 -0.0019  0.10
O5 -5.1389 -5.6421 -2.0799  0.08
C18 -3.0674 -2.2143 0.2756  -0.51
O6 -3.8547 -2.6864 1.1335  0.04
O7 -2.3628 -1.1340 0.5751  -0.27
H28 -0.5846 -2.0012 -4.0477  0.06
H29 -2.0266 -1.9114 -5.1317  0.11
H30 -1.2566 -3.4100 -4.9347  0.10
H31 -3.5061 -4.4068 -3.7111  0.19
H32 -4.4289 -4.0318 0.5239  0.11
Se1 -1.7087 0.9098 3.9615  0.83
C19 -0.9609 2.2678 5.0820  -0.67
C20 -0.1272 2.0042 6.1874  -0.11
C21 0.4795 3.1107 6.8314  -0.16
N3 0.3446 4.3893 6.4769  0.05
C22 -0.4592 4.5889 5.4284  -0.16
C23 -1.1571 3.6111 4.6953  -0.13
H33 -0.0077 0.9829 6.5727  0.10
H34 1.2046 2.9031 7.6255  0.10
H35 -0.4870 5.6353 5.1169  0.10
H36 -1.7825 3.8706 3.8462  0.10

## Properties
**LUMO (spin up / spin down)**: 0.04 / -2.30 eV
**Orbital gap (spin up / spin down)**: 8.1609 / 5.8268 eV
**Total charge**: 0
**Energy relative to the best compared isomer or geometry (same formula, charge and spin)**: 8.5 kcal/mol
**Max |F|**: 0.067 Eh/bohr
**Spin multiplicity**: 2

2.
The following is a DFT calculation (ωB97M-V with the def2-TZVPD basis set) of a gas-phase ion, C23H36N3O (charge +1).

Each line ends with the Löwdin charge.
Positions of all 63 atoms, in Å:
C1 2.9319 0.8596 -0.3266  -0.03
C2 2.8519 2.1091 0.5562  -0.41
C3 2.1852 3.1977 -0.2897  -0.03
C4 4.2501 2.5998 1.0140  -0.24
C5 5.0989 1.4463 1.5565  -0.13
C6 4.3756 1.0851 2.8693  -0.12
C7 3.2518 2.1303 2.9555  -0.22
C8 3.9390 3.3372 2.3156  -0.08
C9 2.1249 1.8534 1.9342  -0.36
C10 0.9300 2.7668 2.2315  -0.01
N1 1.6370 0.4790 2.0834  0.15
C11 0.6047 -0.0798 1.4771  -0.40
O1 -0.0916 0.4911 0.6261  0.04
C12 0.3288 -1.5239 1.9336  -0.07
N2 -0.7681 -2.2289 1.3341  -0.17
C13 -2.1175 -1.7484 1.5472  -0.12
C14 -2.8064 -1.3863 0.2156  -0.09
N3 -1.7760 -0.9123 -0.7215  -0.12
C15 -2.2971 -0.1133 -1.8599  -0.07
C16 -3.2052 -0.8985 -2.7691  -0.23
C17 -4.5665 -0.9926 -2.5023  -0.05
C18 -5.3943 -1.7277 -3.3325  -0.06
C19 -4.8714 -2.3742 -4.4399  -0.06
C20 -3.5194 -2.2739 -4.7217  -0.06
C21 -2.6909 -1.5392 -3.8915  -0.05
C22 -0.9169 -2.0339 -1.1456  -0.08
C23 -0.6020 -2.9189 0.0873  -0.12
H1 3.2382 -0.0276 0.2203  0.08
H2 1.9640 0.6651 -0.7824  0.07
H3 3.6491 1.0340 -1.1250  0.10
H4 2.7321 3.3030 -1.2240  0.09
H5 2.1887 4.1624 0.2062  0.08
H6 1.1595 2.9308 -0.5289  0.08
H7 4.7544 3.1795 0.2439  0.15
H8 5.1828 0.6077 0.8711  0.10
H9 6.1089 1.8036 1.7558  0.12
H10 5.0374 1.1977 3.7274  0.12
H11 4.0275 0.0514 2.8724  0.10
H12 2.8707 2.2719 3.9664  0.15
H13 3.2981 4.2048 2.1958  0.11
H14 4.8366 3.6367 2.8514  0.13
H15 0.5206 2.5030 3.2059  0.10
H16 1.2210 3.8093 2.2620  0.08
H17 0.1504 2.6457 1.4874  0.07
H18 2.1265 -0.0736 2.7729  0.14
H19 0.1563 -1.4921 3.0163  0.14
H20 1.2351 -2.1129 1.7667  0.14
H21 -2.7081 -2.5244 2.0509  0.13
H22 -2.0854 -0.8752 2.2007  0.13
H23 -3.5375 -0.5950 0.3804  0.14
H24 -3.3178 -2.2484 -0.2177  0.14
H25 -1.1110 -0.2673 -0.1298  0.11
H26 -2.8283 0.7441 -1.4408  0.14
H27 -1.4339 0.2552 -2.4190  0.14
H28 -4.9888 -0.4751 -1.6533  0.11
H29 -6.4497 -1.7892 -3.1176  0.11
H30 -5.5178 -2.9444 -5.0883  0.11
H31 -3.1090 -2.7622 -5.5918  0.11
H32 -1.6407 -1.4479 -4.1304  0.12
H33 -0.0047 -1.6140 -1.5746  0.14
H34 -1.4300 -2.6208 -1.9099  0.13
H35 -1.2813 -3.7775 0.0979  0.13
H36 0.4142 -3.3059 0.0151  0.13

## Properties
**LUMO**: -2.01 eV
**Orbital gap**: 9.8596 eV
**Total charge**: +1
**Energy relative to the best compared isomer or geometry (same formula, charge and spin)**: 0.0 kcal/mol
**Max |F|**: 0.013 Eh/bohr
**Spin multiplicity**: 1

3.
The following is a DFT calculation (ωB97M-V with the def2-TZVPD basis set) of a molecular structure, C23H36N6O5PSY.

Each line ends with the Löwdin charge.
Positions of all 73 atoms, in Å:
Y1 0.3755 -0.2877 -0.1463  1.52
C1 -0.0236 -3.7171 -0.0722  -0.15
C2 1.2692 -3.4414 -0.8359  -0.15
N1 1.9879 -2.2340 -0.3657  -0.14
C3 2.9474 -2.4677 0.7216  -0.25
C4 2.2804 -2.8429 2.0359  -0.39
S1 0.9922 -1.6483 2.5342  0.91
C5 -0.5210 -2.6489 2.7012  -0.40
C6 -1.4811 -2.5111 1.5200  -0.24
N2 -0.7901 -2.4815 0.2197  -0.14
H1 -0.6311 -4.4122 -0.6555  0.14
H2 0.1832 -4.2221 0.8677  0.09
H3 1.9144 -4.3239 -0.7750  0.14
H4 1.0544 -3.2824 -1.8889  0.10
H5 2.5168 -1.9025 -1.1696  0.13
H6 3.6515 -3.2671 0.4657  0.14
H7 3.5244 -1.5505 0.8506  0.11
H8 1.8247 -3.8295 1.9991  0.08
H9 3.0294 -2.8737 2.8256  0.09
H10 -0.2056 -3.6768 2.8703  0.08
H11 -1.0225 -2.3265 3.6120  0.09
H12 -2.2076 -3.3282 1.5804  0.14
H13 -2.0453 -1.5786 1.6099  0.12
H14 -1.5048 -2.3848 -0.5000  0.09
C7 1.6742 -1.6082 -4.9241  -0.04
O1 1.0816 -2.5910 -4.0664  -0.12
C8 -0.2613 -2.4044 -3.8552  -0.25
C9 -1.1813 -3.1404 -4.5700  0.03
C10 -2.5523 -2.9934 -4.3442  -0.05
C11 -2.9822 -2.0990 -3.3952  -0.03
C12 -2.0630 -1.3650 -2.6215  -0.16
C13 -2.5811 -0.3581 -1.7192  -0.04
N3 -1.9084 0.1472 -0.7481  -0.08
N4 -2.4979 1.2916 -0.1762  0.13
C14 -1.6591 2.2484 -0.1231  -0.36
O2 -0.3895 2.0721 -0.5966  -0.06
C15 -2.0227 3.5765 0.4008  -0.17
C16 -2.8340 3.6787 1.5260  -0.02
C17 -3.1929 4.9288 2.0033  -0.06
C18 -2.7555 6.0759 1.3542  -0.06
C19 -1.9619 5.9751 0.2192  -0.06
C20 -1.5919 4.7270 -0.2572  -0.04
C21 -0.6722 -1.5036 -2.8506  -0.28
O3 0.2389 -0.8307 -2.1670  -0.21
H15 2.7155 -1.8931 -5.0456  0.10
H16 1.6031 -0.6155 -4.4752  0.09
H17 1.1814 -1.6064 -5.8975  0.10
H18 -0.8139 -3.8328 -5.3171  0.14
H19 -3.2623 -3.5652 -4.9240  0.12
H20 -4.0422 -1.9473 -3.2306  0.12
H21 -3.5774 0.0410 -1.9090  0.15
H22 -3.1812 2.7773 2.0128  0.12
H23 -3.8245 5.0099 2.8776  0.11
H24 -3.0474 7.0500 1.7227  0.11
H25 -1.6518 6.8683 -0.3066  0.11
H26 -1.0118 4.6482 -1.1696  0.12
N5 1.5846 3.8165 0.0548  -0.01
C22 2.1343 3.4891 1.3774  -0.27
P1 1.7786 1.7505 1.7357  0.43
O4 0.3363 1.4975 2.1200  -0.38
O5 2.2519 0.8768 0.5889  -0.42
C23 2.7011 1.3681 3.3066  -0.16
N6 1.6522 1.0414 4.3366  0.12
H27 2.2821 3.6681 -0.6666  0.11
H28 1.3139 4.7930 0.0189  0.10
H29 0.2279 2.8346 -0.3538  0.05
H30 1.6393 4.0921 2.1410  0.11
H31 3.2108 3.6695 1.4576  0.11
H32 3.3046 2.2003 3.6622  0.11
H33 3.3495 0.5068 3.1659  0.10
H34 1.6831 0.0560 4.6032  0.12
H35 0.7372 1.1997 3.8461  0.11
H36 1.7187 1.6176 5.1743  0.17

## Properties
**LUMO**: -5.08 eV
**Orbital gap**: 7.8215 eV
**Total charge**: +2
**Energy relative to the best compared isomer or geometry (same formula, charge and spin)**: 11.5 kcal/mol
**Max |F|**: 0.002 Eh/bohr
**Spin multiplicity**: 1

4.
The following is a DFT calculation (ωB97M-V with the def2-TZVPD basis set) of a molecular structure, C23H36O2PRuSTe.

Each line ends with the Löwdin charge.
Positions of all 65 atoms, in Å:
Ru1 0.4965 0.0803 0.7763  1.08
C1 0.8419 0.7508 -3.0119  0.00
C2 0.9764 -0.2195 -1.8858  -0.27
C3 0.0763 -1.2668 -1.6952  -0.01
C4 0.2466 -2.1967 -0.6587  -0.03
C5 1.3906 -2.1682 0.1464  -0.08
C6 2.3116 -1.1230 -0.0225  -0.15
C7 2.0623 -0.1097 -0.9788  -0.13
H1 1.5411 0.4686 -3.8043  0.12
H2 1.0999 1.7639 -2.7033  0.10
H3 -0.1571 0.7420 -3.4396  0.08
H4 -0.7780 -1.3602 -2.3539  0.14
H5 -0.4818 -2.9857 -0.5203  0.14
H6 1.5607 -2.9380 0.8873  0.14
H7 3.2166 -1.0811 0.5725  0.12
H8 2.7970 0.6727 -1.1252  0.13
O1 -0.4957 -0.3427 2.5267  -0.71
S1 -1.5569 0.4231 3.3825  1.02
C8 -2.5145 -0.9418 4.1194  -0.27
C9 -2.2650 -0.9049 5.6278  -0.20
C10 -0.8337 -0.4132 5.8167  -0.20
C11 -0.7285 0.8279 4.9390  -0.30
H9 -2.0896 -1.8289 3.6463  0.11
H10 -3.5575 -0.8369 3.8271  0.10
H11 -2.4274 -1.8945 6.0518  0.14
H12 -2.9668 -0.2239 6.1110  0.13
H13 -0.1171 -1.1710 5.4931  0.12
H14 -0.6157 -0.1670 6.8547  0.14
H15 0.2784 1.1670 4.6945  0.08
H16 -1.2896 1.6705 5.3512  0.12
C12 -3.0679 2.9221 0.4355  -0.14
P1 -2.6288 1.4232 -0.4328  0.63
C13 -3.8452 0.1680 -0.0696  -0.14
C14 -2.6817 1.7531 -2.1852  -0.15
O2 -1.2227 0.9504 0.0038  -0.52
H17 -3.8858 3.4267 -0.0806  0.08
H18 -2.2087 3.5927 0.4638  0.07
H19 -3.3835 2.6939 1.4532  0.06
H20 -4.8343 0.5198 -0.3694  0.09
H21 -3.8604 -0.0406 0.9999  0.05
H22 -3.6216 -0.7474 -0.6178  0.07
H23 -3.6579 2.1683 -2.4423  0.08
H24 -2.5407 0.8338 -2.7534  0.06
H25 -1.9142 2.4792 -2.4544  0.07
C15 7.7824 0.1214 3.0605  0.00
C16 6.3870 0.5503 2.7465  -0.19
C17 5.2850 -0.2179 3.1475  0.03
C18 3.9879 0.1604 2.8741  -0.32
C19 2.8552 -0.6429 3.4501  -0.07
C20 3.7921 1.3554 2.1389  -0.50
Te1 1.8945 2.0543 1.7501  1.38
C21 4.8782 2.1811 1.7527  -0.29
C22 4.7441 3.4930 1.0255  -0.06
C23 6.1530 1.7408 2.0603  0.02
H26 7.8076 -0.7812 3.6653  0.09
H27 8.3125 0.9150 3.5896  0.11
H28 8.3358 -0.0634 2.1371  0.11
H29 5.4595 -1.1197 3.7218  0.14
H30 3.2023 -1.6250 3.7653  0.10
H31 2.0285 -0.7920 2.7473  0.01
H32 2.4401 -0.1449 4.3304  0.09
H33 3.7148 3.7902 0.8180  0.01
H34 5.2659 3.4498 0.0683  0.11
H35 5.2063 4.2917 1.6057  0.11
H36 6.9990 2.3485 1.7593  0.15

## Properties
**LUMO (spin up / spin down)**: -10.80 / -11.37 eV
**Orbital gap (spin up / spin down)**: 6.0896 / 5.6774 eV
**Total charge**: +3
**Energy relative to the best compared isomer or geometry (same formula, charge and spin)**: 9.7 kcal/mol
**Max |F|**: 0.009 Eh/bohr
**Spin multiplicity**: 5

Among the records above, which one has the highest total charge? C23H36O2PRuSTe

Among the records above, which one has the highest total charge? C23H36O2PRuSTe

Which formula does entry 4 have? C23H36O2PRuSTe

The lowest total charge belongs to which entry? C23H36GeN3O7SeSn